No. 1
This record from the OMol25 dataset describes 2 unconnected molecules or ions with the total composition C4H14N4 in a non-equilibrium geometry. The level of theory is ωB97M-V with the def2-TZVPD basis set.

```
22
Properties=species:S:1:pos:R:3:lowdin_charge:R:1
C -1.8886 -1.7233 0.4009 -0.10
N -0.8960 -0.9471 -0.3500 -0.24
C -0.2758 1.0340 0.0848 -0.50
N -0.6363 -1.4274 -1.6834 0.01
N -0.0349 1.5079 -1.1769 0.08
N -1.1456 1.6243 0.8221 0.05
H -1.5064 -1.5132 -2.2112 0.08
H -0.2408 -2.3653 -1.6169 0.07
H 0.1933 0.8293 -1.8909 0.07
H -0.6503 2.2719 -1.4216 0.09
H -1.2302 1.1991 1.7434 0.02
H -1.4819 -2.7193 0.5940 0.07
H -2.0109 -1.2913 1.3950 0.07
H -2.8415 -1.7879 -0.1278 0.08
C 1.2796 0.5049 1.0089 -0.15
C 2.4556 1.2231 0.3725 -0.16
H 3.3957 1.0200 0.8994 0.07
H 1.1466 0.8328 2.0467 0.08
H 1.5377 -0.5583 1.1309 0.07
H -0.0457 -0.9132 0.2900 0.08
H 2.2708 2.3019 0.3519 0.07
H 2.6055 0.8969 -0.6616 0.06
```

SMILES	[H]/N=C(/N)CC.CNN
net charge	0


No. 2
This record from the OMol25 dataset describes 4 unconnected molecules or ions with the total composition C17H35BrF8O3Si in a non-equilibrium geometry. The level of theory is ωB97M-V with the def2-TZVPD basis set.

```
65
Properties=species:S:1:pos:R:3:lowdin_charge:R:1
C -2.6103 -2.0978 -0.4236 -0.14
C -0.9866 -1.7414 -0.2336 -0.25
C -0.9125 -0.5793 0.9071 -0.22
C 0.3822 0.3989 0.8862 -0.25
C 1.6273 -0.0259 -0.0757 -0.27
Si 3.0048 -1.0872 0.8402 0.42
Br 5.0149 0.0869 0.6794 0.41
C 3.3671 -2.7732 -0.0849 -0.25
C 2.0624 -3.7566 -0.1977 -0.33
C 2.5531 -5.3545 -0.1236 -0.06
F 1.3844 -3.4490 -1.4785 -0.11
C 2.6802 -1.2928 2.7271 -0.26
F 3.5748 -2.4226 3.1818 -0.05
F 1.2812 -1.8056 2.9780 -0.04
C 3.0792 0.0010 3.6501 -0.16
F 4.5142 -0.1052 4.1046 0.00
F 2.9652 1.3158 2.9779 0.00
C 2.1900 0.1283 5.0522 -0.14
F 2.3477 -1.0678 5.9201 0.05
F 0.7694 0.4561 4.7806 0.04
F 2.7377 1.3099 5.8188 0.02
H -2.7455 -2.8692 -1.3245 0.08
H -3.1421 -1.1059 -0.7725 0.05
H -3.1103 -2.4758 0.5669 0.08
H -0.5115 -2.7512 0.1740 0.10
H -0.6117 -1.4402 -1.2995 0.11
H -1.0902 -1.0882 1.9723 0.12
H -1.8734 0.1121 0.7501 0.11
H 0.7137 0.5626 2.0212 0.09
H 0.0213 1.4781 0.5259 0.12
H 2.1935 0.9906 -0.3481 0.09
H 1.3449 -0.5038 -1.1054 0.09
H 4.1930 -3.3289 0.5570 0.09
H 3.8698 -2.5457 -1.1393 0.12
H 1.4148 -3.5895 0.7619 0.12
H 3.5605 -5.4252 0.4759 0.08
H 1.7021 -5.9057 0.5030 0.09
H 2.6232 -5.7254 -1.2310 0.09
C -5.8289 1.5929 -2.2453 -0.09
C -5.2734 1.4287 -0.8457 -0.31
O -3.9448 0.9316 -0.9063 -0.12
H -5.8199 0.6360 -2.7774 0.08
H -6.8546 1.9711 -2.2159 0.04
H -5.2136 2.2867 -2.8273 0.08
H -5.8782 0.7180 -0.2746 0.12
H -5.2671 2.3838 -0.3115 0.11
H -3.4140 1.5739 -1.4081 0.09
C -9.6913 5.1231 -3.0417 -0.10
C -8.7530 3.9553 -3.2657 -0.33
O -8.5347 3.2670 -2.0431 -0.11
H -9.2752 5.8144 -2.3016 0.08
H -9.8663 5.6671 -3.9741 0.08
H -10.6531 4.7774 -2.6492 0.07
H -7.7858 4.3069 -3.6370 0.12
H -9.1679 3.2528 -3.9950 0.11
H -9.3984 2.9514 -1.7260 0.10
C 9.0507 0.3037 -1.0606 -0.10
C 9.3907 0.9897 0.2464 -0.33
O 8.3723 1.9192 0.5857 -0.10
H 8.9435 1.0392 -1.8646 0.08
H 9.8284 -0.4130 -1.3387 0.07
H 8.0950 -0.2250 -0.9833 0.06
H 10.3351 1.5350 0.1582 0.11
H 9.4868 0.2621 1.0581 0.11
H 7.5395 1.4238 0.6699 0.01
```

SMILES	CCCCC[Si@](Br)(C[C@H](C)F)C(F)(F)C(F)(F)C(F)(F)F.CCO.CCO.CCO
net charge	0


No. 3
This record from the OMol25 dataset describes C24H30N6O in the gas phase in a non-equilibrium geometry. The level of theory is ωB97M-V with the def2-TZVPD basis set.

```
61
Properties=species:S:1:pos:R:3:lowdin_charge:R:1
C -7.2977 0.1693 -0.2111 -0.04
C -6.4381 -1.0526 -0.1456 -0.20
C -6.9935 -2.3151 -0.3144 -0.05
C -6.2175 -3.4541 -0.2221 -0.08
C -4.8640 -3.3494 0.0447 -0.05
C -4.2708 -2.1074 0.2074 -0.21
C -5.0681 -0.9638 0.1010 -0.15
N -4.4449 0.2967 0.2896 0.13
C -4.4037 1.2918 -0.6119 -0.46
O -4.9748 1.3251 -1.6761 0.08
C -3.5411 2.4905 -0.1341 -0.01
N -2.2728 2.0714 0.3663 -0.19
N -2.1306 1.3239 1.4393 0.04
N -0.8753 1.0808 1.5739 0.10
C -0.2482 1.7029 0.5540 -0.29
N -1.1313 2.3349 -0.2205 0.19
C 1.1802 1.6716 0.3367 -0.18
C 1.7426 2.3444 -0.7445 -0.02
C 3.1076 2.2953 -0.9508 -0.03
C 3.9296 1.5845 -0.0859 -0.22
C 3.3611 0.9191 0.9964 -0.03
C 1.9996 0.9562 1.2091 -0.02
H 1.5496 0.4397 2.0429 0.11
H 4.0063 0.3627 1.6586 0.12
C 5.4183 1.5190 -0.2925 -0.16
N 5.8923 0.1562 -0.1652 -0.19
C 7.3312 0.0390 -0.0447 -0.19
C 7.6802 -1.3464 0.5206 -0.15
C 6.5885 -2.3646 0.1702 -0.39
C 7.1108 -3.7924 0.2803 -0.08
H 6.3141 -4.5073 0.0871 0.07
H 7.5044 -3.9775 1.2772 0.08
H 7.9076 -3.9646 -0.4408 0.08
C 6.0791 -2.0529 -1.2348 -0.15
C 5.3919 -0.6833 -1.2420 -0.18
H 5.5395 -0.1975 -2.2251 0.12
H 4.3147 -0.7988 -1.0897 0.12
H 6.9253 -2.0590 -1.9254 0.12
H 5.3759 -2.8176 -1.5669 0.12
H 5.7542 -2.2362 0.8659 0.14
H 8.6359 -1.6747 0.1074 0.11
H 7.7872 -1.2918 1.6045 0.11
H 7.8285 0.1925 -1.0192 0.12
H 7.6922 0.8173 0.6315 0.12
H 5.6799 1.9628 -1.2723 0.13
H 5.9045 2.1176 0.4860 0.13
H 3.5399 2.8141 -1.7947 0.11
H 1.0996 2.8937 -1.4149 0.11
H -3.3719 3.1590 -0.9790 0.14
H -4.0905 3.0138 0.6544 0.14
H -3.7954 0.3538 1.0719 0.10
C -2.8003 -1.9855 0.4743 -0.04
H -2.6103 -1.5420 1.4526 0.08
H -2.3275 -2.9635 0.4477 0.08
H -2.3246 -1.3551 -0.2773 0.08
H -4.2576 -4.2400 0.1201 0.11
H -6.6673 -4.4268 -0.3537 0.10
H -8.0517 -2.3999 -0.5130 0.11
H -7.0804 0.8377 0.6213 0.09
H -7.0999 0.7146 -1.1335 0.07
H -8.3497 -0.1019 -0.1825 0.08
```

SMILES	Cc1cccc(C)c1NC(=O)Cn1nnc(-c2ccc(CN3CCC(C)CC3)cc2)n1
net charge	0


No. 4
This record from the OMol25 dataset describes a molecular structure, C24H38KNO7P2S3 in a non-equilibrium geometry. The level of theory is ωB97M-V with the def2-TZVPD basis set.

```
76
Properties=species:S:1:pos:R:3:lowdin_charge:R:1
K -0.0926 1.7480 0.2512 0.48
S -3.1984 3.8691 0.2640 0.31
C -3.7523 4.1125 1.8645 -0.85
C -4.7777 5.0299 2.1096 -0.21
C -5.0323 5.4272 3.4180 -0.18
C -4.1574 5.0441 4.4857 -0.19
C -3.2566 4.0447 4.2363 -0.23
C -3.0662 3.4481 2.9389 -0.90
S -2.1477 2.0854 2.9645 0.38
H -5.3615 5.4265 1.2735 0.07
H -5.9060 6.0903 3.6050 0.06
H -4.0962 5.5980 5.4219 0.06
H -2.6100 3.5617 5.0011 0.05
O 1.4105 4.3874 0.6578 -0.19
N 1.4642 5.4191 -0.0740 -0.27
C 2.0229 6.6033 0.3981 -0.05
C 2.2196 7.7637 -0.3349 -0.12
C 1.6944 7.7491 -1.6659 -0.13
C 1.0829 6.5748 -2.1126 -0.13
C 0.9582 5.3446 -1.3718 -0.80
S 0.3994 3.9524 -2.0131 0.54
H 2.1934 6.5654 1.4506 0.10
H 2.7286 8.6006 0.0903 0.06
H 1.7279 8.6335 -2.3043 0.08
H 0.7235 6.4925 -3.1504 0.08
C 3.3107 -3.6875 2.3659 -0.05
C 2.3319 -2.5083 2.3669 -0.40
C 3.0047 -1.1886 1.9989 -0.04
O 1.2946 -2.7796 1.3189 -0.24
P -0.1299 -1.9903 1.3117 0.51
O -0.0556 -0.5086 1.5793 -0.35
C -0.7110 -2.4824 -0.3196 -0.21
P 0.0064 -1.6039 -1.7673 0.53
O 0.0166 -0.1198 -1.6554 -0.32
O 1.4484 -2.2867 -1.9611 -0.20
C 2.1685 -2.9120 -3.0783 -0.42
C 3.1475 -3.7676 -2.3523 -0.06
C 2.9220 -1.8519 -3.8504 -0.04
O -0.9330 -2.1312 -2.9523 -0.20
C -1.0144 -1.3239 -4.1838 -0.44
C -1.2751 -2.2728 -5.3519 -0.05
C -2.1211 -0.3179 -4.0243 -0.03
O -1.1662 -2.6835 2.2965 -0.19
C -0.9538 -3.9303 3.1270 -0.37
C -2.3371 -4.1741 3.7298 -0.04
C -0.4224 -5.0958 2.3350 -0.06
H 4.0539 -3.5397 3.1654 0.08
H 3.8778 -3.7143 1.4283 0.08
H 2.8086 -4.6638 2.4432 0.07
H 1.8400 -2.3589 3.3340 0.14
H 3.4016 -1.2789 0.9996 0.08
H 3.8553 -1.0694 2.7025 0.09
H 2.2795 -0.3646 1.9822 0.08
H -1.7836 -2.2836 -0.2349 0.09
H -0.6227 -3.5484 -0.4652 0.07
H 1.4887 -3.4374 -3.7250 0.13
H 3.7374 -3.1508 -1.6618 0.09
H 3.7815 -4.2818 -3.0662 0.08
H 2.6989 -4.5244 -1.6857 0.09
H 3.4577 -1.1977 -3.1518 0.10
H 2.2457 -1.2686 -4.4984 0.08
H 3.6114 -2.3069 -4.5508 0.08
H -0.0628 -0.8174 -4.3006 0.12
H -2.3289 -2.6184 -5.2881 0.09
H -0.5432 -3.0768 -5.4188 0.07
H -1.1968 -1.6045 -6.2041 0.08
H -3.0314 -0.8782 -4.0419 0.08
H -2.1557 0.3432 -4.8728 0.09
H -1.9630 0.2438 -3.1082 0.09
H -0.2014 -3.6125 3.8816 0.14
H -3.0891 -4.2829 2.9806 0.08
H -2.6707 -3.3656 4.4104 0.10
H -2.2564 -5.1065 4.2609 0.07
H -1.1078 -5.2886 1.5202 0.08
H -0.3787 -5.9440 2.9721 0.07
H 0.5518 -4.9574 1.8564 0.06
```

net charge	-2


no.,gap between HOMO and LUMO (eV)
1,8.704
2,9.998
3,9.163
4,1.618